1.
8
Properties=species:S:1:pos:R:3:mulliken_charge:R:1 method="wB97M-V/def2-TZVPD" homo_lumo_gap_ev=4.8 e_homo_ev=-6.5
O 1.4720 1.1637 -0.2153 -0.413
C 0.3838 0.5718 0.3349 0.800
O -0.7342 0.9555 -0.0460 -0.636
O 0.6164 -0.6171 0.6980 -0.881
Li -1.7008 -0.7748 -0.1053 0.342
H 1.9252 1.6774 0.4638 0.324
Li 1.3844 -1.5404 -0.7428 0.902
H -3.3468 -1.4361 -0.3873 -0.439



2.
22
Properties=species:S:1:pos:R:3:mulliken_charge:R:1 method="wB97M-V/def2-TZVPD" smiles="CC[C@@H]1CN=CN(C)N1" homo_lumo_gap_ev=8.6 e_homo_ev=-7.8
C 2.3226 0.2973 -1.2592 -1.322
C 0.9121 0.0261 -1.2121 -0.507
C 0.4321 -1.0004 -0.2208 0.231
C -0.9119 -1.6646 -0.7384 -0.992
C -2.0203 0.0072 0.3446 0.279
C -0.9857 1.5203 1.9820 -0.973
H 2.5060 0.9896 -2.1484 0.316
H 2.9173 -0.6042 -1.1608 0.344
H 2.6231 0.8421 -0.4186 0.365
H 0.4028 -0.1044 -2.1466 0.507
H 0.3651 0.9389 -0.7986 0.078
H 1.2129 -1.8348 -0.1415 0.416
H -1.0239 -2.5984 -0.3629 0.392
H -0.8343 -1.8729 -1.8278 0.390
H -2.9328 0.4432 0.6753 0.325
H -0.5383 1.1858 2.9401 0.313
H -2.0443 1.8179 2.0846 0.331
H -0.3974 2.3030 1.5369 0.300
H 0.9472 0.2096 1.2605 0.323
N -2.0840 -0.8289 -0.6202 -0.654
N -0.9997 0.3720 1.0852 0.205
N 0.1314 -0.4446 1.1467 -0.667



3.
110
Properties=species:S:1:pos:R:3:mulliken_charge:R:1 method="wB97M-V/def2-TZVPD" charge=-1 homo_lumo_gap_ev=5.1 e_homo_ev=-4.2
C 3.7095 -4.5511 2.0391 -1.002
C 2.1301 -4.2711 2.5125 0.789
F 1.8703 -5.2889 3.5921 -0.379
C 1.2177 -4.4898 1.1677 -0.588
B -0.3775 -4.1287 1.3403 0.372
P -1.2982 -5.8310 1.4367 0.183
S -3.1886 -5.4136 1.6884 -0.462
O -0.8625 -3.4493 2.5580 -0.545
C -0.6503 -2.0044 2.2124 -0.205
C -0.8594 -1.8281 0.5939 0.984
C 0.0273 -0.7266 -0.2385 -0.644
C 1.5964 -0.6593 0.2316 -0.272
S 2.5501 0.8198 -0.4684 0.060
C 3.5884 1.4020 1.0057 0.169
N 4.3700 0.2765 1.6605 0.020
N 5.0180 0.9220 2.7383 -0.435
C 4.6546 2.4085 2.7389 -0.214
O 3.7296 2.7288 1.6254 0.034
C -2.4721 -1.6152 0.2535 -0.613
C -3.1663 -0.3756 1.0719 -0.522
C -4.2155 -0.8924 2.2668 0.228
N -4.9799 0.1653 3.0700 -0.301
O -4.4132 -2.1731 2.5912 -0.514
O -0.6281 -3.2481 0.1798 -0.520
H 4.3759 -3.5817 2.1097 0.213
H 4.1921 -5.4544 2.6060 0.304
H 3.6944 -4.8402 0.8828 0.252
H 2.1267 -3.1847 2.9474 0.044
H 1.2840 -5.6333 0.8921 0.268
H 1.7373 -3.8769 0.2979 -0.026
H -0.9910 -6.5407 0.2214 0.013
H -0.8425 -6.4800 2.6456 -0.162
H 0.4310 -1.8420 2.6754 0.053
H -1.2886 -1.2883 2.9227 0.038
H -0.0180 -1.0557 -1.3835 0.177
H -0.4274 0.3748 -0.2169 0.165
H 1.5915 -0.5033 1.4052 0.297
H 2.1306 -1.6940 0.0400 0.122
H 5.1171 3.0774 3.5819 0.342
H -2.9795 -2.6738 0.4560 0.097
H -2.5774 -1.3817 -0.8895 0.365
H -2.3505 0.2714 1.6542 0.255
H -3.7698 0.3801 0.3994 0.348
H -4.2045 0.6818 3.5838 0.094
H -5.5843 -0.2828 3.7933 0.295
C 3.2157 5.8657 -0.2622 0.142
Cl 3.6470 4.3206 -1.0374 0.045
Cl 2.2001 6.8228 -1.3700 -0.065
Cl 2.3151 5.5448 1.2413 -0.087
Cl 4.7004 6.7747 0.1173 -0.103
C -4.5843 4.2457 3.4578 0.311
Cl -6.2297 3.5685 3.3657 0.011
Cl -4.0733 4.7868 1.8390 -0.109
Cl -4.5743 5.6313 4.5778 -0.110
Cl -3.4600 2.9962 4.0487 -0.098
C -0.1297 -9.5452 3.1669 0.237
Cl 1.0283 -10.8135 2.6928 -0.123
Cl -0.8526 -9.9596 4.7418 -0.013
Cl 0.7192 -7.9840 3.2956 0.001
Cl -1.4137 -9.4235 1.9376 -0.083
C 3.1703 0.5299 -4.4831 0.081
Cl 3.6881 2.1708 -4.0208 -0.008
Cl 1.7628 0.0523 -3.5005 -0.047
Cl 2.7241 0.5118 -6.2079 0.030
Cl 4.5062 -0.6154 -4.2031 -0.071
C -0.4297 1.9375 -8.1984 0.269
Cl 0.9205 1.3933 -9.2256 -0.003
Cl -0.7760 0.6977 -6.9666 -0.059
Cl 0.0132 3.4651 -7.3954 -0.082
Cl -1.8766 2.1941 -9.2061 -0.117
C 7.0703 1.3161 -6.7199 0.220
Cl 5.5413 1.5231 -7.6108 -0.034
Cl 7.4897 -0.4143 -6.6539 -0.089
Cl 8.3678 2.2104 -7.5512 -0.110
Cl 6.8823 1.9453 -5.0635 -0.011
C -10.3297 3.4161 3.1401 0.340
Cl -9.1717 2.1478 2.6659 -0.078
Cl -11.0526 3.0016 4.7150 -0.092
Cl -9.4808 4.9773 3.2688 -0.094
Cl -11.6137 3.5378 1.9108 -0.097
C 1.0863 10.6884 0.1374 0.288
Cl 1.6041 12.3293 0.5997 -0.121
Cl -0.3212 10.2108 1.1200 -0.095
Cl 0.6401 10.6703 -1.5874 -0.051
Cl 2.4222 9.5431 0.4173 -0.010
C -3.4137 -10.9116 7.8668 0.294
Cl -4.1533 -10.8684 9.4872 -0.119
Cl -3.2975 -12.6007 7.3118 -0.107
Cl -4.4207 -9.9808 6.7293 0.023
Cl -1.7833 -10.1966 7.9389 -0.099
C 2.2863 0.9717 -13.1165 0.311
Cl 1.8626 -0.6604 -13.6920 -0.089
Cl 3.2091 1.8256 -14.3790 -0.096
Cl 0.7963 1.8789 -12.7539 -0.082
Cl 3.2771 0.8427 -11.6413 -0.059
C 8.2863 3.0243 0.4308 0.280
Cl 8.2627 2.8254 -1.3396 -0.059
Cl 6.8889 2.1783 1.1422 0.011
Cl 9.7936 2.3361 1.0858 -0.110
Cl 8.2000 4.7575 0.8350 -0.107
C -1.0137 13.8843 -3.5592 0.320
Cl -1.4374 12.2522 -4.1346 -0.104
Cl -0.0909 14.7383 -4.8216 -0.094
Cl -2.5037 14.7916 -3.1965 -0.095
Cl -0.0229 13.7553 -2.0839 -0.041
C -7.0137 -7.8728 4.4408 0.267
Cl -8.5427 -7.6658 3.5499 -0.124
Cl -6.5943 -9.6032 4.5068 -0.118
Cl -5.7162 -6.9785 3.6095 0.019
Cl -7.2017 -7.2436 6.0972 -0.111



4.
14
Properties=species:S:1:pos:R:3:mulliken_charge:R:1 method="wB97M-V/def2-TZVPD" charge=+1 homo_lumo_gap_ev="7.2 / 7.2" e_homo_ev="-12.0 / -12.0"
C -1.1855 1.6221 0.2362 -0.393
C 0.4447 -0.2039 0.1395 0.028
C -1.6090 -1.5212 -0.2712 0.032
N 0.0373 1.0678 0.1162 0.278
N -0.3552 -1.3638 0.0342 0.318
N 1.0363 2.0757 -0.1394 -0.625
N 0.4901 -2.4353 0.1135 -0.820
I -2.7920 0.2650 -0.0415 0.485
H -1.3395 2.5923 -0.2878 0.403
H 1.5760 -0.4767 -0.1002 0.236
H 0.9007 2.8920 0.3647 0.280
H 1.8499 1.5183 -0.1816 0.242
H 0.9029 -2.8540 -0.6812 0.251
H 0.0432 -3.1783 0.6986 0.284



Repeat the second record exactly.
22
Properties=species:S:1:pos:R:3:mulliken_charge:R:1 method="wB97M-V/def2-TZVPD" smiles="CC[C@@H]1CN=CN(C)N1" homo_lumo_gap_ev=8.6 e_homo_ev=-7.8
C 2.3226 0.2973 -1.2592 -1.322
C 0.9121 0.0261 -1.2121 -0.507
C 0.4321 -1.0004 -0.2208 0.231
C -0.9119 -1.6646 -0.7384 -0.992
C -2.0203 0.0072 0.3446 0.279
C -0.9857 1.5203 1.9820 -0.973
H 2.5060 0.9896 -2.1484 0.316
H 2.9173 -0.6042 -1.1608 0.344
H 2.6231 0.8421 -0.4186 0.365
H 0.4028 -0.1044 -2.1466 0.507
H 0.3651 0.9389 -0.7986 0.078
H 1.2129 -1.8348 -0.1415 0.416
H -1.0239 -2.5984 -0.3629 0.392
H -0.8343 -1.8729 -1.8278 0.390
H -2.9328 0.4432 0.6753 0.325
H -0.5383 1.1858 2.9401 0.313
H -2.0443 1.8179 2.0846 0.331
H -0.3974 2.3030 1.5369 0.300
H 0.9472 0.2096 1.2605 0.323
N -2.0840 -0.8289 -0.6202 -0.654
N -0.9997 0.3720 1.0852 0.205
N 0.1314 -0.4446 1.1467 -0.667